w:
{
  "formula": "CH2Cl2",
  "method": "ωB97M-V/def2-TZVPD",
  "elements": ["Cl", "C", "Cl", "H", "H"],
  "xyz": [[-1.3729, -0.8741, -0.0161], [0.0075, 0.1332, -0.0344], [1.4275, -0.8632, -0.0102], [-0.1125, 0.7862, 0.8820], [0.0504, 0.8180, -0.8213]],
  "multiplicity": 1,
  "smiles": "ClCCl",
  "gap_ev": 11.94,
  "e_homo_ha": -0.40148
}

=====

x:
{
  "formula": "CH2Cl2",
  "method": "ωB97M-V/def2-TZVPD",
  "elements": ["Cl", "C", "Cl", "H", "H"],
  "xyz": [[1.6940, 0.2689, -0.2574], [-0.0070, -0.1290, 0.0526], [-1.2374, 0.9464, -0.7235], [-0.2502, -1.1665, -0.1767], [-0.1995, 0.0802, 1.1049]],
  "multiplicity": 1,
  "smiles": "ClCCl",
  "gap_ev": 11.96,
  "e_homo_ha": -0.40529
}

=====

y:
{
  "formula": "CH2Cl2",
  "method": "ωB97M-V/def2-TZVPD",
  "elements": ["Cl", "C", "Cl", "H", "H"],
  "xyz": [[0.2610, 1.6476, 0.2129], [0.0858, -0.1124, 0.0932], [-1.2784, -0.5571, -0.9524], [0.9635, -0.4557, -0.4387], [-0.0318, -0.5223, 1.0851]],
  "multiplicity": 1,
  "smiles": "ClCCl",
  "gap_ev": 12.09,
  "e_homo_ha": -0.40766
}

=====

y ends up most stable, edging out the next structure by 0.069 eV.

=====

w:
{
  "formula": "C3H4ClFO",
  "method": "ωB97M-V/def2-TZVPD",
  "elements": ["C", "C", "C", "H", "H", "H", "H", "O", "F", "Cl"],
  "xyz": [[-0.5836, -0.6051, -0.1779], [0.4658, 0.1468, 0.5484], [0.9081, 1.2571, 0.0527], [-1.2415, -2.6069, -0.0555], [-0.8023, 0.2194, -1.0979], [-1.5791, -0.4984, 0.2372], [0.8467, -0.1747, 1.4910], [-0.0261, -1.9247, -0.5623], [1.4737, 2.0912, 1.0326], [0.5384, 2.0952, -1.4683]],
  "multiplicity": 1,
  "gap_ev": 9.04,
  "e_homo_ha": -0.35966
}

=====

x:
{
  "formula": "C3H4ClFO",
  "method": "ωB97M-V/def2-TZVPD",
  "elements": ["O", "C", "Cl", "C", "C", "F", "H", "H", "H", "H"],
  "xyz": [[1.5741, 1.3730, -0.5542], [1.3714, 0.2622, -0.2529], [2.6128, -0.9942, -0.6546], [0.0823, -0.4220, 0.4958], [-1.2060, 0.0460, -0.2498], [-2.2142, 0.2437, 0.7214], [0.2628, -1.4365, 0.6634], [0.1304, 0.2566, 1.3736], [-0.9095, 1.0760, -0.5335], [-1.7043, -0.4047, -1.0093]],
  "multiplicity": 1,
  "smiles": "O=C(Cl)CCF",
  "gap_ev": 11.77,
  "e_homo_ha": -0.40579
}

=====

y:
{
  "formula": "C3H4ClFO",
  "method": "ωB97M-V/def2-TZVPD",
  "elements": ["O", "C", "Cl", "C", "C", "F", "H", "H", "H", "H"],
  "xyz": [[-1.6084, -1.2707, -0.5524], [-1.3945, -0.2068, -0.1222], [-2.7507, 0.6063, 0.5469], [-0.0141, 0.5602, -0.2053], [1.1647, -0.2777, 0.2765], [1.5940, 0.0198, 1.5610], [0.0622, 0.5637, -1.3165], [-0.1534, 1.6023, 0.0833], [1.0090, -1.3379, 0.1290], [2.0911, -0.2592, -0.4003]],
  "multiplicity": 1,
  "smiles": "O=C(Cl)CCF",
  "gap_ev": 11.48,
  "e_homo_ha": -0.39770
}

=====

y ends up most stable, edging out the next structure by 0.187 eV.

=====

w:
{
  "formula": "C4H12N2O",
  "method": "ωB97M-V/def2-TZVPD",
  "elements": ["C", "C", "C", "C", "N", "H", "H", "H", "H", "H", "H", "H", "H", "H", "N", "O", "H", "H", "H"],
  "xyz": [[-1.3740, -0.1822, 1.4259], [-0.7479, 0.4299, 0.4239], [-0.6344, 1.9257, 0.3509], [-0.7959, -0.3207, -1.0876], [-0.4856, -1.6964, -1.0730], [-1.6875, 0.3461, 2.3165], [-1.4812, -1.2568, 1.4585], [-1.5352, 2.3884, -0.0534], [-0.4194, 2.3646, 1.3268], [0.1984, 2.2197, -0.2936], [-0.0115, 0.2146, -1.6303], [-1.7814, -0.1278, -1.5087], [0.3806, -1.8462, -0.5417], [-1.2310, -2.2606, -0.6876], [2.5962, -0.2094, -0.4571], [1.7934, -0.8771, 0.5281], [3.4819, 0.0147, 0.0057], [2.8017, -0.9110, -1.1722], [0.9325, -0.2156, 0.6690]],
  "multiplicity": 1,
  "smiles": "C=C(C)CN.NO",
  "gap_ev": 9.57,
  "e_homo_ha": -0.32312
}

=====

x:
{
  "formula": "C4H12N2O",
  "method": "ωB97M-V/def2-TZVPD",
  "elements": ["C", "O", "N", "C", "N", "C", "C", "H", "H", "H", "H", "H", "H", "H", "H", "H", "H", "H", "H"],
  "xyz": [[-0.5690, 1.3899, 1.7053], [0.3688, 0.9779, 0.8758], [-0.1850, 0.5697, -0.4008], [0.7553, 1.3696, -1.4328], [-0.0060, -0.7672, -0.6293], [-1.2389, -1.5847, -0.3250], [1.2146, -1.4134, -0.1158], [-0.1549, 1.7090, 2.6284], [-1.2491, 0.6088, 1.9897], [-1.1070, 2.3278, 1.3833], [1.7819, 1.1428, -1.3115], [0.3479, 1.1508, -2.4188], [0.4493, 2.3235, -1.1173], [-1.3925, -2.2215, 0.5231], [-2.0882, -0.8555, -0.2349], [-1.4526, -2.2277, -1.3081], [1.0094, -1.7395, 0.9461], [1.5085, -2.1597, -0.7406], [2.0077, -0.6004, -0.0168]],
  "multiplicity": 1,
  "smiles": "CON(C)N(C)C",
  "gap_ev": 9.84,
  "e_homo_ha": -0.32325
}

=====

y:
{
  "formula": "C4H12N2O",
  "method": "ωB97M-V/def2-TZVPD",
  "elements": ["N", "C", "C", "C", "O", "C", "N", "H", "H", "H", "H", "H", "H", "H", "H", "H", "H", "H", "H"],
  "xyz": [[1.3407, 1.6775, 0.7181], [0.2760, 0.6094, -0.2398], [-1.2528, 0.3273, 0.0075], [-2.0341, -0.8495, -0.6813], [-1.6566, -2.0042, -0.0943], [1.0289, -0.7323, -0.1750], [2.4688, -0.7768, -0.1202], [1.0566, 2.6479, 0.4736], [0.3675, 0.9304, 0.9184], [0.3167, 1.0364, -1.2388], [-1.7190, 1.3305, 0.0397], [-1.1938, 0.0994, 1.1299], [-1.9914, -0.8979, -1.8096], [-3.0408, -0.5505, -0.4076], [0.8040, -1.4043, -1.0333], [0.6997, -1.2588, 0.7321], [-0.9787, 0.3308, 1.9501], [2.7680, -0.2677, 0.7056], [2.7402, -0.2476, -0.8752]],
  "multiplicity": 1,
  "gap_ev": 5.01,
  "e_homo_ha": -0.29101
}

=====

w ends up most stable, edging out the next structure by 1.154 eV.

=====

w:
{
  "formula": "C4H12N2O",
  "method": "ωB97M-V/def2-TZVPD",
  "elements": ["C", "C", "C", "C", "N", "N", "O", "H", "H", "H", "H", "H", "H", "H", "H", "H", "H", "H", "H"],
  "xyz": [[-0.0688, -0.4792, -0.4585], [0.7178, 1.8936, -0.0231], [-0.1557, -0.1360, 1.9411], [-1.1854, -1.5121, -0.6481], [-0.2994, 0.4079, 0.6149], [0.0323, 0.4433, -1.5953], [1.1564, -1.2416, -0.4026], [1.8383, -0.6723, -0.0266], [-0.8220, 0.5077, -2.1369], [0.8248, 0.2784, -2.2077], [0.8227, -0.6046, 2.1420], [0.9418, 2.3893, -0.9621], [1.6493, 1.6360, 0.4767], [0.1129, 2.5906, 0.5406], [-0.2826, 0.6753, 2.6604], [-0.9220, -0.8970, 2.1438], [-1.2062, -2.1724, 0.2166], [-1.0099, -2.1033, -1.5461], [-2.1443, -1.0037, -0.7291]],
  "multiplicity": 1,
  "gap_ev": 9.17,
  "e_homo_ha": -0.30548
}

=====

x:
{
  "formula": "C4H12N2O",
  "method": "ωB97M-V/def2-TZVPD",
  "elements": ["C", "C", "O", "C", "N", "C", "N", "H", "H", "H", "H", "H", "H", "H", "H", "H", "H", "H", "H"],
  "xyz": [[1.9695, -1.1806, -0.3546], [1.2542, 0.0933, 0.0623], [1.2339, 1.2365, -0.7747], [-0.2801, -0.0639, 0.4900], [-0.6927, 0.8819, 1.4838], [-1.3101, 0.0957, -0.6296], [-2.7031, 0.1194, -0.1856], [1.6316, -1.7562, -1.1914], [2.9859, -0.9680, -0.5170], [1.7447, -2.0707, 0.4914], [1.8263, 0.3636, 1.0865], [2.1121, 1.5431, -0.8571], [-0.4213, -0.9762, 1.0513], [-0.2018, 1.7954, 1.2550], [-0.4155, 0.6192, 2.4215], [-1.1725, -0.7532, -1.3675], [-1.1265, 1.0289, -1.2099], [-3.1354, -0.7647, -0.4355], [-3.2990, 0.7566, -0.8188]],
  "multiplicity": 1,
  "smiles": "C[C@@H](O)[C@@H](N)CN",
  "gap_ev": 9.52,
  "e_homo_ha": -0.32185
}

=====

x ends up most stable, edging out the next structure by 1.477 eV.

=====

w:
{
  "formula": "C24H72O24",
  "method": "ωB97M-V/def2-TZVPD",
  "elements": ["O", "C", "C", "O", "H", "H", "H", "H", "H", "H", "O", "C", "C", "O", "H", "H", "H", "H", "H", "H", "O", "C", "C", "O", "H", "H", "H", "H", "H", "H", "O", "C", "C", "O", "H", "H", "H", "H", "H", "H", "O", "C", "C", "O", "H", "H", "H", "H", "H", "H", "O", "C", "C", "O", "H", "H", "H", "H", "H", "H", "O", "C", "C", "O", "H", "H", "H", "H", "H", "H", "O", "C", "C", "O", "H", "H", "H", "H", "H", "H", "O", "C", "C", "O", "H", "H", "H", "H", "H", "H", "O", "C", "C", "O", "H", "H", "H", "H", "H", "H", "O", "C", "C", "O", "H", "H", "H", "H", "H", "H", "O", "C", "C", "O", "H", "H", "H", "H", "H", "H"],
  "xyz": [[-1.3959, 4.4391, -1.3549], [-1.1458, 3.9254, -2.6894], [-0.5369, 2.5412, -2.5776], [-1.4980, 1.5250, -2.3440], [-1.2990, 5.3939, -1.3863], [-2.1136, 3.8637, -3.1978], [-0.4900, 4.6241, -3.2095], [0.1785, 2.4531, -1.7640], [-0.0168, 2.3711, -3.5320], [-2.0420, 1.3581, -3.1207], [1.5611, -0.5177, 0.5894], [0.2689, -0.2072, 0.0618], [-0.7622, -0.2701, 1.1750], [-2.0466, -0.0213, 0.6703], [2.0763, -1.0088, -0.0608], [0.3018, 0.8279, -0.3090], [0.0506, -0.8468, -0.7955], [-0.4424, 0.4320, 1.9547], [-0.7404, -1.2555, 1.6483], [-2.0949, 0.8923, 0.3519], [1.4878, 0.3355, 5.2888], [1.5245, -0.4602, 4.0984], [2.6788, -1.4301, 4.1243], [2.5842, -2.4084, 5.1503], [2.3318, 0.7980, 5.3224], [0.5822, -1.0083, 4.0404], [1.6040, 0.2073, 3.2371], [3.6027, -0.8485, 4.2872], [2.8760, -1.9153, 3.1634], [1.8283, -2.2366, 5.7192], [2.0727, -0.4549, -2.8246], [1.0853, -0.8842, -3.7677], [1.4052, -2.2426, -4.3599], [1.6808, -3.1801, -3.2936], [2.8558, -1.0349, -2.8763], [0.1504, -0.9817, -3.2132], [1.0508, -0.1838, -4.6046], [2.2726, -2.2007, -5.0223], [0.5485, -2.6563, -4.8943], [1.7659, -4.0652, -3.6582], [-1.8141, 2.4727, 2.5100], [-2.4315, 3.6464, 2.0179], [-3.5008, 3.3980, 0.9653], [-3.0787, 2.5553, -0.0800], [-2.3925, 2.0648, 3.1614], [-2.8174, 4.2476, 2.8498], [-1.6454, 4.2661, 1.5759], [-3.8696, 4.3764, 0.6295], [-4.3648, 2.9410, 1.4624], [-2.3978, 3.0783, -0.5375], [-0.2580, -5.7599, 0.9672], [-0.4857, -4.3585, 1.0397], [-0.7701, -3.8046, -0.3534], [-1.9759, -4.3274, -0.8868], [-1.0550, -6.2385, 0.7253], [-1.2843, -4.1333, 1.7518], [0.4439, -3.9235, 1.4107], [0.1293, -4.0363, -0.9348], [-0.8472, -2.7166, -0.3164], [-1.7539, -5.1729, -1.2883], [3.6374, 1.6205, -4.4608], [3.4082, 2.8063, -3.7122], [3.7128, 2.6749, -2.2322], [2.7084, 1.9797, -1.5095], [3.2762, 0.8780, -3.9577], [4.0602, 3.5897, -4.1008], [2.3629, 3.1139, -3.8374], [3.8501, 3.6529, -1.7732], [4.6795, 2.1576, -2.1422], [2.4713, 1.1598, -1.9653], [3.3613, -4.9937, 4.2611], [2.4144, -5.2203, 3.2339], [3.0428, -5.0867, 1.8698], [3.4048, -3.7271, 1.6941], [3.2232, -4.0803, 4.5447], [1.9346, -6.1954, 3.3444], [1.6326, -4.4544, 3.2893], [2.2915, -5.3894, 1.1268], [3.8742, -5.7870, 1.7294], [3.3657, -3.5099, 0.7549], [-4.5134, 1.2732, -2.2965], [-5.0452, 2.5578, -2.6183], [-6.4035, 2.7332, -1.9874], [-7.4329, 2.0206, -2.6814], [-3.8317, 1.3891, -1.6221], [-4.3928, 3.3524, -2.2396], [-5.0838, 2.5971, -3.7087], [-6.7448, 3.7708, -1.9921], [-6.3574, 2.3732, -0.9558], [-7.5341, 1.1504, -2.2870], [2.9947, 2.9739, 2.9779], [1.8563, 2.4795, 2.2694], [1.1963, 3.5787, 1.4419], [1.9833, 3.9285, 0.3269], [2.6776, 3.4182, 3.7674], [2.1569, 1.6641, 1.6114], [1.1362, 2.0970, 3.0022], [0.9834, 4.4303, 2.0919], [0.2107, 3.2264, 1.1041], [2.1607, 3.1190, -0.1810], [-6.2695, -0.1156, 3.8757], [-5.1948, -0.0837, 2.9395], [-5.6497, 0.0371, 1.5193], [-6.4328, -1.0498, 1.0630], [-6.7947, 0.6817, 3.7435], [-4.4639, 0.7103, 3.1480], [-4.6471, -1.0098, 3.1239], [-4.7883, 0.1612, 0.8562], [-6.2087, 0.9737, 1.3432], [-6.9016, -1.4126, 1.8227], [4.5235, -1.6011, -3.3403], [5.0877, -1.3342, -2.0314], [4.7179, -2.4460, -1.0509], [3.3438, -2.6931, -0.9281], [4.9795, -2.3568, -3.7219], [6.1674, -1.2425, -2.1894], [4.7880, -0.3297, -1.7236], [5.1770, -2.2179, -0.0884], [5.2510, -3.3279, -1.4417], [2.9552, -2.9095, -1.7959]],
  "multiplicity": 1,
  "smiles": "OCCO.OCCO.OCCO.OCCO.OCCO.OCCO.OCCO.OCCO.OCCO.OCCO.OCCO.OCCO",
  "gap_ev": 8.99,
  "e_homo_ha": -0.33775
}

=====

x:
{
  "formula": "C24H72O24",
  "method": "ωB97M-V/def2-TZVPD",
  "elements": ["O", "C", "C", "O", "H", "H", "H", "H", "H", "H", "O", "C", "C", "O", "H", "H", "H", "H", "H", "H", "O", "C", "C", "O", "H", "H", "H", "H", "H", "H", "O", "C", "C", "O", "H", "H", "H", "H", "H", "H", "O", "C", "C", "O", "H", "H", "H", "H", "H", "H", "O", "C", "C", "O", "H", "H", "H", "H", "H", "H", "O", "C", "C", "O", "H", "H", "H", "H", "H", "H", "O", "C", "C", "O", "H", "H", "H", "H", "H", "H", "O", "C", "C", "O", "H", "H", "H", "H", "H", "H", "O", "C", "C", "O", "H", "H", "H", "H", "H", "H", "O", "C", "C", "O", "H", "H", "H", "H", "H", "H", "O", "C", "C", "O", "H", "H", "H", "H", "H", "H"],
  "xyz": [[1.0939, -4.1003, -0.2808], [1.0062, -4.8898, -1.4568], [0.5964, -6.3227, -1.1608], [-0.7400, -6.3753, -0.6644], [0.1954, -3.8727, 0.0002], [0.3198, -4.5208, -2.2287], [1.9976, -4.8721, -1.9104], [1.2943, -6.7095, -0.4147], [0.6038, -6.8928, -2.0894], [-0.6924, -6.3144, 0.2944], [0.2027, -0.2125, -0.8458], [1.0150, 0.3399, 0.1944], [0.6790, -0.2792, 1.5464], [-0.7112, -0.1365, 1.9145], [-0.0002, -1.1191, -0.5905], [2.0499, 0.0149, 0.0374], [0.9135, 1.4207, 0.1190], [1.3263, 0.1590, 2.3051], [0.8367, -1.3587, 1.4924], [-1.1032, -0.9273, 1.5269], [2.1795, 1.3097, -3.1184], [1.9215, 0.8525, -4.4269], [3.1823, 0.6785, -5.2498], [2.8885, 0.1776, -6.5464], [1.3861, 1.6826, -2.7164], [1.3715, -0.0967, -4.4136], [1.2853, 1.5965, -4.9279], [3.8716, -0.0329, -4.7892], [3.7444, 1.6172, -5.2878], [2.3600, 0.8573, -6.9805], [-4.7305, 5.7398, -0.2491], [-3.9889, 4.5673, -0.0549], [-2.5297, 4.7685, 0.3179], [-1.6023, 3.7294, -0.0437], [-4.2035, 6.4538, -0.6169], [-4.4519, 3.9594, 0.7238], [-4.0711, 3.9296, -0.9476], [-2.5055, 4.7448, 1.4103], [-2.0746, 5.7122, 0.0044], [-1.0042, 3.6085, 0.7027], [-1.6657, -0.7319, -3.9129], [-1.8310, 0.5878, -3.4652], [-2.1134, 1.6020, -4.5315], [-3.4579, 1.6661, -4.9668], [-1.1723, -1.2696, -3.2919], [-2.5177, 0.6616, -2.6104], [-0.9182, 0.9642, -2.9766], [-1.4547, 1.6061, -5.4083], [-1.8086, 2.5485, -4.0639], [-3.7145, 2.5622, -5.1908], [5.5083, 0.7947, 0.7611], [4.7007, 1.0977, -0.3910], [5.4822, 1.7071, -1.5310], [4.8611, 1.5565, -2.7946], [5.0828, 1.1627, 1.5372], [4.3567, 0.0979, -0.6941], [3.8533, 1.7156, -0.0876], [6.5023, 1.3214, -1.6142], [5.6208, 2.7770, -1.3240], [4.0525, 1.0276, -2.6876], [-0.0756, 2.5737, 2.9175], [-1.2772, 3.1266, 3.4338], [-1.0956, 4.5146, 4.0040], [-0.0464, 4.5510, 4.9573], [-0.3372, 1.6822, 2.6438], [-1.9932, 3.1717, 2.5963], [-1.8366, 2.5414, 4.1739], [-2.0619, 4.7459, 4.4521], [-0.8329, 5.2635, 3.2490], [0.7297, 4.1552, 4.5472], [0.8855, -2.1441, 7.1409], [0.0568, -1.0263, 6.7606], [0.2928, -0.7300, 5.2915], [0.0409, -1.8219, 4.4392], [0.5355, -2.8888, 6.6394], [-0.9785, -1.3179, 6.9668], [0.3581, -0.2120, 7.4146], [1.3216, -0.3625, 5.2248], [-0.2716, 0.1300, 4.8948], [-0.8368, -2.1730, 4.6683], [-3.1310, -3.3791, 6.8280], [-4.1587, -2.7576, 6.0588], [-3.7048, -2.8180, 4.6329], [-2.6766, -1.8212, 4.4565], [-3.3758, -3.4015, 7.7573], [-5.1637, -3.1512, 6.2220], [-4.1847, -1.7040, 6.3601], [-4.4759, -2.5514, 3.9036], [-3.2963, -3.7972, 4.3676], [-2.6060, -1.5110, 3.5491], [5.2536, -2.6082, -3.1225], [4.0070, -3.2995, -2.9801], [2.9397, -2.2913, -2.5392], [3.1160, -2.0416, -1.1521], [5.3472, -2.0795, -2.3192], [3.7770, -3.7007, -3.9650], [4.1311, -4.0433, -2.1885], [1.9330, -2.6493, -2.7765], [3.0941, -1.3961, -3.1374], [2.7159, -2.7806, -0.6701], [-1.5032, -2.8905, 1.2231], [-2.8106, -2.7944, 0.6530], [-3.2155, -4.0086, -0.1389], [-3.2713, -5.1122, 0.7296], [-1.6037, -3.5607, 1.9133], [-3.5890, -2.6970, 1.4221], [-2.8673, -1.8838, 0.0576], [-2.5242, -4.1856, -0.9740], [-4.1820, -3.8441, -0.6302], [-3.3650, -5.9702, 0.3113], [0.1913, 3.1845, -2.3863], [0.3495, 4.6077, -2.4652], [0.8025, 4.9612, -3.8555], [-0.0609, 4.4199, -4.8313], [-0.4700, 3.0074, -1.7016], [-0.6107, 5.1089, -2.3189], [1.0899, 4.8936, -1.7164], [1.8434, 4.6826, -4.0655], [0.8858, 6.0553, -3.8957], [-0.4857, 3.6877, -4.3660]],
  "multiplicity": 1,
  "smiles": "OCCO.OCCO.OCCO.OCCO.OCCO.OCCO.OCCO.OCCO.OCCO.OCCO.OCCO.OCCO",
  "gap_ev": 9.40,
  "e_homo_ha": -0.34690
}

=====

w ends up most stable, edging out the next structure by 1.906 eV.